Record 1
93
Properties=species:S:1:pos:R:3:forces:R:3 method="wB97M-V/def2-TZVPD" relative_energy_kj_mol=293.2 spin_multiplicity=2 s2=0.836 homo_lumo_gap_ev="6.78 / 7.09" charge=-1
Ru 1.192 1.786 -0.742 1.19 -3.30 0.33
O 1.335 -3.713 -2.141 -0.14 0.07 -0.23
C 1.821 -3.972 -0.901 0.34 -0.14 0.40
C 1.934 -5.315 -0.544 -0.18 0.09 -0.27
C 2.414 -5.676 0.700 0.04 -0.06 0.04
C 2.809 -4.708 1.609 0.05 -0.12 0.10
C 2.702 -3.378 1.257 -0.05 -0.16 -0.02
C 2.207 -2.996 0.018 0.09 0.16 -0.16
C 2.028 -1.525 -0.254 0.18 -0.08 -0.43
O 0.787 -1.139 0.261 0.11 -0.44 0.33
N 3.112 -0.796 0.414 -0.24 -0.30 0.29
N 2.921 0.587 0.471 -1.03 1.14 -1.05
C 2.187 0.968 1.515 0.15 -0.10 0.21
C 1.794 2.273 1.673 -0.65 0.17 -0.56
Br 1.585 4.227 -1.086 0.11 0.11 -0.15
C 2.133 3.382 2.306 -0.34 -0.27 -0.14
C 3.397 3.546 3.028 0.13 0.11 0.19
C 3.546 4.585 3.948 0.02 -0.10 -0.08
C 4.755 4.789 4.586 0.04 0.09 0.13
C 5.835 3.966 4.315 0.10 0.04 0.05
C 5.702 2.941 3.391 0.07 -0.02 0.10
C 4.494 2.728 2.759 -0.05 0.00 0.00
H 1.402 -2.777 -2.374 -0.01 -0.01 0.17
H 1.631 -6.060 -1.265 -0.02 -0.07 -0.06
H 2.488 -6.724 0.957 0.00 -0.10 0.00
H 3.196 -4.988 2.580 -0.01 -0.01 0.02
H 2.999 -2.594 1.934 0.01 0.06 0.11
H 2.048 -1.308 -1.338 -0.05 0.04 0.24
H 3.983 -0.989 -0.075 -0.28 0.22 -0.01
H 1.852 0.210 2.232 -0.05 0.07 -0.14
H 1.509 4.266 2.280 -0.12 0.07 -0.23
H 2.707 5.234 4.165 -0.06 0.04 -0.06
H 4.858 5.604 5.290 0.01 0.01 0.06
H 6.780 4.127 4.814 0.10 0.04 0.03
H 6.549 2.314 3.151 0.06 -0.07 0.01
H 4.395 1.944 2.025 0.04 -0.02 -0.12
S -2.003 3.152 -4.120 0.16 -0.34 0.51
C -0.986 1.982 -3.321 -0.26 0.33 -0.08
N -0.881 2.102 -2.041 1.28 -0.20 0.06
C -1.624 3.154 -1.574 -0.77 0.76 -0.15
C -1.695 3.564 -0.247 0.11 0.02 0.09
C -2.436 4.681 0.062 0.09 -0.10 0.01
C -3.118 5.385 -0.928 -0.09 0.10 -0.22
C -3.073 4.986 -2.250 -0.11 0.16 0.07
C -2.320 3.868 -2.567 0.28 -0.39 0.15
H -0.470 1.241 -3.905 0.26 -0.13 -0.01
H -1.139 3.012 0.501 0.03 0.08 -0.01
H -2.477 5.032 1.080 -0.01 0.01 0.16
H -3.680 6.269 -0.663 -0.07 0.06 0.02
H -3.594 5.538 -3.015 -0.08 0.09 -0.09
F 1.959 -0.166 -3.316 0.16 0.03 0.20
C 2.406 1.019 -2.689 -2.16 0.94 0.39
F 2.112 1.982 -3.646 0.42 -0.12 -0.01
C 3.929 0.894 -2.661 0.83 0.14 0.44
F 4.306 -0.313 -2.179 -0.20 -0.16 0.10
F 4.560 0.993 -3.852 -0.48 0.12 -0.09
F 4.479 1.817 -1.863 -0.19 0.02 -0.23
C -0.037 -0.302 -0.529 1.03 1.12 -1.04
Ge -1.841 -1.155 -0.378 -0.26 0.28 0.27
C -1.723 -2.340 1.211 -0.11 0.32 -0.52
C -2.220 -1.978 2.455 -0.15 0.21 -0.19
C -2.020 -2.782 3.562 -0.01 -0.03 0.22
C -1.335 -3.977 3.433 0.01 -0.04 0.11
C -0.854 -4.365 2.194 0.09 -0.17 0.05
C -1.041 -3.546 1.097 0.02 0.03 -0.16
C -3.332 0.124 -0.134 0.55 -0.36 -0.03
C -4.491 0.067 -0.895 0.04 -0.21 -0.13
C -5.541 0.932 -0.649 -0.17 0.06 -0.08
C -5.441 1.876 0.359 -0.09 0.06 0.00
C -4.281 1.959 1.108 -0.12 0.07 0.19
C -3.239 1.086 0.863 0.14 -0.14 0.09
C -2.443 -2.315 -1.907 0.50 0.51 0.52
C -2.903 -3.606 -1.681 0.01 0.05 0.28
C -3.374 -4.389 -2.720 -0.09 -0.14 -0.07
C -3.415 -3.880 -4.006 -0.02 -0.11 0.00
C -2.957 -2.597 -4.248 -0.03 0.01 -0.24
C -2.471 -1.826 -3.207 0.09 0.15 0.07
H 0.242 -0.393 -1.596 -0.15 -0.40 0.17
H -2.782 -1.059 2.552 -0.01 0.12 0.10
H -2.390 -2.470 4.529 -0.06 0.00 0.05
H -1.171 -4.603 4.299 0.00 -0.06 0.07
H -0.316 -5.297 2.090 0.05 -0.04 -0.04
H -0.652 -3.843 0.133 0.10 -0.09 -0.02
H -4.571 -0.674 -1.679 -0.08 -0.04 -0.08
H -6.442 0.868 -1.244 -0.08 0.00 -0.05
H -6.268 2.542 0.561 -0.04 0.09 -0.01
H -4.196 2.703 1.886 0.03 0.07 0.07
H -2.330 1.138 1.448 0.08 0.12 0.11
H -2.899 -3.996 -0.673 -0.01 -0.11 0.02
H -3.706 -5.399 -2.526 -0.08 -0.05 0.03
H -3.807 -4.482 -4.814 0.03 -0.04 -0.08
H -2.976 -2.207 -5.256 0.00 0.10 -0.06
H -2.118 -0.821 -3.403 0.04 0.09 -0.08



Record 2
95
Properties=species:S:1:pos:R:3:forces:R:3 method="wB97M-V/def2-TZVPD" relative_energy_kj_mol=59.0 homo_lumo_gap_ev=6.00 charge=+1
Mo 2.170 0.998 -0.287 -1.02 3.48 -1.77
N 4.339 -2.213 1.496 0.15 0.31 -0.25
C 3.492 -2.946 2.350 -0.26 -0.34 0.39
C 3.994 -3.594 3.467 0.13 0.13 -0.10
C 3.140 -4.320 4.283 -0.06 0.00 0.00
C 1.784 -4.372 4.002 -0.01 -0.07 0.00
C 1.276 -3.695 2.902 0.01 0.02 0.03
C 2.137 -2.999 2.071 0.10 0.23 -0.21
S 1.576 -2.235 0.582 -0.19 -0.13 -0.15
N 2.677 -0.915 0.425 1.40 -1.67 1.12
C 3.914 -1.108 0.826 -0.92 -0.64 0.04
C 4.848 -0.069 0.477 0.79 0.77 -0.40
C 6.237 -0.166 0.601 -0.39 -0.25 0.05
C 7.034 0.850 0.129 0.05 0.29 -0.13
C 6.423 1.955 -0.461 0.18 -0.29 0.13
C 5.052 1.998 -0.538 -0.15 0.30 0.03
N 4.253 1.020 -0.071 0.80 -0.23 0.94
H 5.305 -2.203 1.779 0.03 -0.03 -0.01
H 5.053 -3.539 3.693 -0.01 -0.01 0.01
H 3.537 -4.842 5.143 0.01 0.00 0.00
H 1.120 -4.945 4.634 -0.01 0.03 0.01
H 0.219 -3.729 2.679 -0.05 0.04 -0.01
H 6.690 -1.043 1.042 0.04 0.01 -0.03
H 8.110 0.790 0.202 0.00 -0.02 0.03
H 7.015 2.773 -0.845 -0.07 0.04 -0.03
H 4.545 2.855 -0.961 0.00 -0.02 -0.01
Se -4.450 -1.658 0.452 0.16 0.10 -0.16
P -3.146 -1.746 -1.201 -0.25 -0.03 0.15
C -2.713 -3.452 -1.646 -0.03 0.11 0.00
C -2.040 -4.200 -0.683 0.00 -0.03 0.00
C -1.675 -5.508 -0.946 0.02 0.04 0.03
C -1.994 -6.079 -2.172 -0.03 -0.02 -0.04
C -2.674 -5.339 -3.126 -0.01 -0.02 -0.05
C -3.036 -4.024 -2.869 0.05 0.08 0.05
C -3.850 -0.957 -2.677 0.01 -0.09 0.10
C -3.192 -0.002 -3.445 -0.04 -0.04 0.00
C -3.809 0.513 -4.576 0.02 0.05 -0.03
C -5.074 0.081 -4.944 0.00 0.03 0.00
C -5.746 -0.847 -4.159 0.00 -0.03 0.01
C -5.140 -1.357 -3.024 0.00 0.01 0.00
C -1.499 -1.002 -1.051 0.11 0.29 0.13
C -0.814 -0.101 -0.240 0.06 -0.11 -0.17
N 0.375 0.133 -0.867 -1.04 -0.72 0.04
N 0.412 -0.610 -1.980 -0.13 -0.06 0.00
N -0.681 -1.290 -2.095 0.11 -0.03 -0.12
P -1.027 0.841 1.274 -0.24 0.21 -0.10
Se 0.948 1.281 2.054 0.29 -0.27 -0.04
C -1.970 -0.031 2.522 0.14 0.13 -0.11
C -1.920 -1.415 2.611 0.07 0.02 0.07
C -2.577 -2.055 3.647 0.04 -0.03 0.01
C -3.262 -1.308 4.593 -0.02 -0.02 0.03
C -3.292 0.078 4.514 -0.03 0.05 0.02
C -2.644 0.725 3.476 -0.04 -0.05 -0.08
C -1.944 2.310 0.743 0.11 -0.20 0.08
C -3.133 2.104 0.043 0.01 0.08 0.06
C -3.842 3.193 -0.431 0.01 -0.01 0.00
C -3.366 4.478 -0.203 -0.04 0.03 -0.03
C -2.182 4.679 0.491 -0.01 0.08 0.00
C -1.462 3.593 0.967 0.04 -0.06 0.01
H -1.820 -3.753 0.281 0.01 -0.02 0.01
H -1.145 -6.082 -0.197 -0.02 -0.02 -0.01
H -1.720 -7.105 -2.379 0.02 0.01 0.00
H -2.922 -5.780 -4.083 -0.01 -0.03 0.02
H -3.563 -3.448 -3.618 0.04 -0.01 -0.03
H -2.205 0.346 -3.175 0.04 -0.04 0.00
H -3.292 1.252 -5.174 -0.02 0.00 0.00
H -5.541 0.474 -5.837 -0.01 0.01 0.01
H -6.743 -1.170 -4.429 0.01 0.00 0.00
H -5.664 -2.061 -2.387 -0.03 0.00 -0.04
H -1.381 -1.972 1.856 0.00 -0.09 -0.02
H -2.582 -3.136 3.708 0.03 0.02 -0.02
H -3.783 -1.809 5.398 0.00 0.00 0.00
H -3.827 0.651 5.259 0.00 0.00 -0.01
H -2.663 1.806 3.398 -0.06 0.00 0.03
H -3.512 1.102 -0.108 -0.07 -0.09 -0.03
H -4.762 3.037 -0.980 0.00 0.00 0.03
H -3.928 5.329 -0.567 0.03 0.01 -0.01
H -1.821 5.685 0.657 0.03 -0.01 0.03
H -0.531 3.730 1.506 0.00 0.03 -0.02
Cl 3.701 3.788 1.995 0.02 -0.24 -0.04
C 2.975 4.715 0.730 -0.48 -0.54 -0.61
C 3.156 6.084 0.765 -0.02 0.06 0.00
C 2.578 6.889 -0.202 -0.01 0.05 0.04
C 1.782 6.334 -1.187 -0.07 0.16 -0.10
C 1.599 4.969 -1.223 0.06 -0.50 0.13
Cl 0.590 4.260 -2.434 -0.07 0.10 -0.18
C 2.206 4.087 -0.303 0.24 1.19 0.37
N 2.045 2.746 -0.469 0.68 -1.29 0.47
H 3.747 6.518 1.559 0.02 -0.04 0.00
H 2.737 7.958 -0.176 -0.02 0.00 0.01
H 1.303 6.959 -1.928 -0.01 -0.04 -0.02
N 2.838 0.602 -2.465 -0.16 -0.12 0.39
H 3.813 0.413 -2.674 0.04 -0.01 0.04
H 2.561 1.420 -2.999 -0.04 0.03 0.02
H 2.259 -0.171 -2.793 -0.06 -0.01 -0.05



Record 3
100
Properties=species:S:1:pos:R:3:forces:R:3 method="wB97M-V/def2-TZVPD" relative_energy_kj_mol=39.2 homo_lumo_gap_ev=4.33 charge=-2
Sn -0.252 1.034 0.430 0.03 0.37 -0.55
N 2.659 3.043 -4.715 -0.32 -0.95 -0.43
C 2.050 2.000 -4.098 -0.47 0.50 -0.47
N 2.030 2.166 -2.814 0.55 0.45 0.44
C 2.716 3.362 -2.659 -0.15 -1.53 1.43
N 3.102 3.891 -3.780 0.81 1.25 -0.62
C 3.163 3.817 -1.298 -0.26 0.44 0.40
C 3.839 5.035 -1.125 0.09 -0.11 0.23
N 4.252 5.437 0.076 0.43 -0.14 0.32
C 4.060 4.616 1.115 0.12 0.86 -0.23
C 3.360 3.443 0.954 -0.03 -0.45 0.36
N 2.901 3.048 -0.216 -0.05 0.12 -1.71
H 2.822 3.124 -5.724 0.01 0.40 1.05
H 1.551 1.231 -4.645 -0.14 -0.49 -0.20
H 4.108 5.712 -1.937 -0.39 -0.34 -0.05
H 4.450 4.909 2.101 -0.23 -0.02 -0.55
H 3.171 2.797 1.799 -0.18 -0.20 0.11
O 6.717 -6.072 1.218 0.44 0.60 -1.17
N 6.436 -5.189 0.403 -0.04 0.40 1.22
O 7.222 -4.593 -0.328 -0.46 -1.03 0.56
C 5.024 -4.752 0.423 0.64 0.88 -1.19
C 4.128 -5.670 0.814 -0.56 0.51 -0.42
C 2.731 -5.412 0.729 0.08 0.46 0.46
C 1.775 -6.213 1.353 0.70 -0.99 0.30
C 0.496 -5.770 1.370 -0.70 -0.32 0.49
C 0.156 -4.550 0.799 -0.18 0.10 -0.55
N 1.034 -3.784 0.187 -0.55 -0.16 0.22
C 2.302 -4.210 0.194 0.58 1.81 -0.59
C 3.308 -3.195 -0.242 -1.34 0.43 -1.12
N 2.808 -2.025 -0.721 0.29 0.29 0.94
C 3.623 -0.993 -0.906 -0.23 -0.86 -0.27
C 5.022 -1.152 -0.826 -0.50 0.57 0.25
C 5.517 -2.344 -0.386 1.55 0.24 0.28
C 4.669 -3.417 -0.133 -0.02 -1.82 1.24
H 4.372 -6.625 1.189 0.81 -0.78 0.30
H 2.095 -7.142 1.862 -0.33 0.55 -0.40
H -0.293 -6.302 1.857 -0.27 -0.43 0.27
H -0.897 -4.254 0.852 0.41 0.28 -0.18
H 3.143 -0.023 -1.082 0.18 -0.28 -0.27
H 5.687 -0.319 -1.032 -0.12 -0.05 0.19
H 6.581 -2.392 -0.115 -0.56 -0.23 -0.54
O -4.192 3.016 6.343 -0.13 -0.59 -0.31
C -2.982 3.185 6.118 -0.23 0.72 -1.24
O -2.143 3.813 6.768 0.67 0.07 0.68
C -2.403 2.723 4.702 -1.55 -0.29 1.06
C -3.208 2.540 3.565 2.28 0.21 0.62
C -2.556 2.247 2.395 -0.97 -1.42 -1.49
N -1.255 1.943 2.322 0.40 -0.13 0.08
C -0.504 2.027 3.422 -0.08 -0.20 0.49
C -1.067 2.440 4.628 0.90 0.22 -1.27
C 0.981 1.618 3.285 -0.52 1.37 0.86
O 1.734 1.849 4.228 -0.04 -0.27 0.04
O 1.287 1.192 2.142 0.46 -0.48 -0.59
H -4.244 2.611 3.638 -1.56 0.29 0.00
H -3.100 1.999 1.454 0.33 0.82 0.94
H -0.423 2.651 5.442 0.37 -0.12 0.78
C -4.147 1.820 -1.021 1.40 0.74 0.25
C -2.671 1.413 -1.073 0.47 0.54 0.50
N -2.340 0.357 -0.064 -1.14 0.02 -0.88
C -3.294 -0.334 0.525 1.45 -0.11 0.08
C -4.653 -0.096 0.380 -1.31 -0.25 0.30
C -5.034 1.137 -0.312 0.64 -1.03 -0.23
C -5.659 -0.755 1.148 0.38 2.19 -0.60
C -5.730 -1.882 1.868 -0.80 -0.57 1.58
C -4.929 -3.045 1.936 0.04 -0.30 -0.66
C -4.950 -3.883 3.060 -0.47 0.67 0.92
C -4.403 -5.120 2.956 0.39 -1.60 0.84
N -3.807 -5.624 1.856 -0.33 1.38 0.53
C -3.746 -4.671 0.924 1.07 -1.67 -2.14
N -4.252 -3.467 0.850 0.24 0.17 0.22
H -4.355 2.798 -1.432 -0.25 0.02 -0.19
H -2.444 1.102 -2.129 0.14 -0.20 0.71
H -2.889 -1.044 1.277 -0.65 0.28 -0.45
H -6.061 1.442 -0.299 -0.49 0.19 0.23
H -6.506 -0.065 1.318 0.10 -0.53 -0.23
H -6.538 -1.911 2.608 0.15 0.07 -0.23
H -5.389 -3.519 4.003 0.19 -0.35 -0.58
H -4.403 -5.814 3.805 -0.18 0.33 -0.10
H -3.213 -5.042 0.017 -0.33 0.60 0.44
C 0.558 -2.559 -5.282 -0.55 0.78 -0.95
S -0.416 -1.262 -4.481 0.19 0.21 0.06
C 0.347 -1.256 -2.844 0.22 -1.33 0.07
H 0.552 -3.488 -4.770 -0.18 -0.84 0.72
H 1.583 -2.288 -5.484 0.37 0.32 0.10
H 0.067 -2.704 -6.253 0.13 -0.06 0.18
H 1.421 -1.104 -2.906 0.09 -0.06 -0.12
H 0.145 -2.242 -2.374 0.25 0.69 -0.09
H -0.022 -0.483 -2.194 -0.50 0.38 -0.02
N -1.681 2.481 -0.641 -0.63 -1.74 0.54
C -1.357 3.488 -1.448 1.11 0.96 0.02
C -0.362 4.471 -1.036 -0.70 0.44 -1.12
C -0.084 5.590 -1.847 0.01 -1.39 0.92
C -0.677 5.758 -3.084 -1.00 0.10 -1.18
C -1.632 4.818 -3.473 -0.16 -1.20 0.26
C -1.935 3.671 -2.714 0.16 1.48 -0.25
H 0.131 4.391 -0.069 -0.17 -0.15 -0.08
H 0.619 6.319 -1.497 0.37 0.26 0.21
H -0.488 6.601 -3.770 0.09 -0.34 0.67
H -2.196 4.884 -4.396 0.22 0.39 -0.22
H -2.716 2.996 -3.031 0.01 0.01 -0.23



Record 4
92
Properties=species:S:1:pos:R:3:forces:R:3 method="wB97M-V/def2-TZVPD" relative_energy_kj_mol=0.0 homo_lumo_gap_ev=6.61 charge=0
Mg -0.130 -0.141 0.445 -0.35 0.52 0.12
N 1.587 1.392 0.002 -0.28 0.05 0.25
C 1.576 2.207 -1.172 0.27 -0.27 0.13
C 2.736 2.344 -1.926 -0.08 0.12 -0.09
C 2.718 3.106 -3.083 0.01 0.00 0.00
C 1.547 3.738 -3.486 0.04 -0.06 0.08
C 0.392 3.584 -2.735 -0.11 0.04 -0.07
C 0.384 2.811 -1.577 0.01 -0.03 0.07
P -1.089 2.295 -0.637 0.16 -0.01 0.15
C -2.439 2.536 -1.815 -0.02 -0.05 -0.10
C -2.542 1.572 -2.816 -0.02 -0.07 -0.08
C -3.537 1.657 -3.776 -0.01 0.06 0.06
C -4.448 2.705 -3.732 0.02 -0.04 0.00
C -4.357 3.662 -2.732 0.02 -0.01 0.00
C -3.353 3.581 -1.774 -0.06 0.06 -0.03
C -1.340 3.579 0.631 -0.10 0.00 -0.08
C -2.377 3.363 1.543 -0.04 -0.02 0.00
C -2.604 4.266 2.568 0.04 0.02 0.00
C -1.784 5.379 2.714 -0.01 -0.04 -0.05
C -0.747 5.593 1.817 0.00 -0.02 -0.01
C -0.532 4.701 0.771 0.05 0.04 0.02
H 1.482 1.943 0.850 0.05 0.08 -0.02
H 2.435 0.846 0.123 -0.01 -0.10 0.03
H 3.648 1.861 -1.594 0.02 -0.01 -0.01
H 3.623 3.209 -3.668 -0.01 0.01 -0.01
H 1.533 4.334 -4.388 -0.01 0.01 -0.01
H -0.532 4.042 -3.071 0.00 -0.01 0.02
H -1.838 0.747 -2.842 -0.01 -0.01 0.03
H -3.610 0.898 -4.543 -0.01 0.00 -0.02
H -5.235 2.767 -4.473 -0.01 0.02 0.00
H -5.069 4.476 -2.695 -0.01 0.01 0.01
H -3.294 4.334 -0.997 0.03 -0.02 0.01
H -2.997 2.476 1.448 0.02 -0.01 0.00
H -3.414 4.094 3.265 -0.01 -0.01 0.01
H -1.955 6.079 3.521 0.00 0.01 0.01
H -0.110 6.462 1.922 0.01 0.01 0.00
H 0.270 4.885 0.066 0.00 -0.01 -0.01
O -0.151 -1.043 -1.390 0.14 -0.56 -0.10
S 0.605 -2.259 -0.978 -0.65 0.02 -0.42
O -0.178 -3.429 -0.673 -0.03 0.04 -0.11
N 1.442 -1.682 0.207 0.47 0.10 0.30
C 2.421 -2.444 0.853 -0.33 0.30 0.05
C 2.570 -3.799 0.709 0.16 -0.48 0.12
C 3.563 -4.512 1.421 -0.12 0.07 -0.09
C 4.394 -3.879 2.294 -0.01 0.14 0.02
C 4.275 -2.476 2.466 0.17 -0.14 0.13
C 5.114 -1.755 3.348 0.02 -0.15 0.00
C 4.989 -0.406 3.458 -0.10 0.12 -0.06
C 4.016 0.237 2.659 0.05 0.02 0.06
N 3.213 -0.389 1.841 -0.02 -0.19 -0.09
C 3.312 -1.749 1.741 -0.11 0.26 -0.13
C 1.638 -2.689 -2.335 0.20 0.08 -0.09
C 2.544 -1.754 -2.825 -0.05 -0.08 0.00
C 3.345 -2.097 -3.899 0.03 -0.02 -0.02
C 3.237 -3.359 -4.475 -0.01 0.05 0.02
C 2.326 -4.278 -3.980 -0.03 -0.04 0.02
C 1.519 -3.948 -2.898 0.12 0.03 -0.10
H 1.891 -4.357 0.077 0.04 0.07 0.03
H 3.639 -5.581 1.277 0.00 -0.01 -0.01
H 5.143 -4.421 2.856 0.01 0.00 0.01
H 5.856 -2.295 3.926 -0.01 -0.01 -0.01
H 5.613 0.175 4.122 0.01 0.01 0.00
H 3.913 1.317 2.703 0.00 0.00 0.02
H 2.608 -0.772 -2.374 -0.02 0.01 0.03
H 4.055 -1.381 -4.293 0.00 0.01 0.00
H 3.864 -3.622 -5.316 0.01 0.00 -0.01
H 2.242 -5.256 -4.435 0.00 0.00 0.01
H 0.801 -4.648 -2.494 -0.02 0.00 0.01
O -1.104 -1.394 6.533 0.01 -0.03 -0.08
C -0.720 -1.111 5.272 -0.06 -0.16 0.15
C -0.663 -2.063 4.257 -0.04 0.10 0.20
C -0.291 -1.642 3.008 0.07 -0.09 -0.42
N 0.059 -0.380 2.706 -0.02 0.20 0.05
C 0.029 0.486 3.705 0.06 0.07 -0.02
Br 0.577 2.274 3.343 -0.04 -0.18 -0.03
C -0.361 0.198 4.996 0.12 0.13 -0.06
H -1.370 -2.318 6.595 0.00 -0.01 0.01
H -0.938 -3.096 4.418 0.00 0.00 0.04
H -0.277 -2.344 2.181 -0.02 0.01 0.02
H -0.380 0.954 5.765 -0.01 -0.01 0.01
S -2.640 -0.471 1.045 0.26 -0.14 -0.04
C -3.613 -1.548 0.020 0.00 0.02 0.06
C -4.708 -2.207 0.589 -0.02 0.04 0.12
C -5.524 -3.040 -0.161 0.03 0.02 -0.01
C -5.269 -3.247 -1.510 0.03 0.04 0.01
C -4.184 -2.603 -2.089 -0.04 -0.02 0.04
C -3.373 -1.767 -1.337 0.20 0.11 -0.04
H -4.914 -2.050 1.641 -0.01 -0.01 0.00
H -6.363 -3.530 0.317 -0.01 -0.01 -0.01
H -5.903 -3.898 -2.099 0.00 -0.01 0.00
H -3.962 -2.751 -3.139 0.00 0.00 -0.01
H -2.523 -1.286 -1.800 -0.01 0.00 0.00